This record from the Open Molecules 2025 dataset describes a structure of composition C19H40AsN3RhSSi3. The level of theory is ωB97M-V/def2-TZVPD.

## Properties
LUMO (alpha / beta) (eV): -9.082 / -10.762
Relative energy (zero: lowest compared OMol25 entry of this formula, charge and spin) (kJ/mol): 117.9
HOMO energy (alpha / beta) (eV): -16.74 / -17.95
HOMO-LUMO gap (alpha / beta) (eV): 7.66 / 7.19
Total energy (hartree): -4524.25629

```
! wB97M-V def2-TZVPD RIJCOSX def2/J DEFGRID3
* xyz 3 5
Rh 0.70 0.46 0.49
C -2.09 0.82 -0.37
C -1.84 0.77 1.00
C -1.03 1.74 1.60
C -0.42 2.73 0.81
C -0.65 2.76 -0.57
C -1.52 1.83 -1.15
H -2.78 0.11 -0.82
H -2.30 0.00 1.61
H -0.90 1.75 2.67
H 0.16 3.51 1.27
H -0.22 3.54 -1.17
H -1.78 1.93 -2.19
C 1.83 -1.39 5.82
Si 0.55 -0.40 4.92
C 0.76 1.44 5.12
C -1.18 -1.02 5.16
As 0.93 -0.88 2.49
Si 1.47 -3.18 1.83
C 2.33 -3.08 0.18
C 2.59 -3.83 3.16
C -0.19 -4.00 1.76
Si 2.86 1.07 1.46
C 3.72 1.16 -0.26
C 3.99 -0.03 2.46
C 2.84 2.78 2.18
H 1.63 -1.23 6.88
H 2.86 -1.09 5.63
H 1.73 -2.46 5.64
H 0.27 1.72 6.06
H 0.31 2.03 4.33
H 1.82 1.71 5.21
H -1.49 -0.71 6.16
H -1.23 -2.11 5.11
H -1.90 -0.60 4.45
H 3.39 -2.83 0.30
H 1.86 -2.41 -0.54
H 2.31 -4.09 -0.25
H 3.40 -3.16 3.43
H 3.04 -4.76 2.78
H 2.03 -4.09 4.06
H -0.85 -3.58 1.00
H -0.70 -3.96 2.73
H -0.03 -5.05 1.52
H 3.49 -0.88 -0.53
H 4.81 1.14 -0.14
H 3.46 2.04 -0.85
H 4.11 -1.04 2.08
H 3.66 -0.11 3.50
H 4.98 0.44 2.48
H 2.24 3.50 1.64
H 3.87 3.13 2.16
H 2.53 2.78 3.23
C 6.51 -0.42 -1.56
C 5.34 -0.99 -2.38
C 4.08 -0.21 -2.35
N 3.34 -0.03 -1.10
N 1.91 0.04 -1.33
C 1.67 0.10 -2.63
N 0.46 0.15 -3.14
S 3.06 0.12 -3.69
H 7.39 -1.03 -1.73
H 6.31 -0.45 -0.48
H 6.74 0.60 -1.86
H 5.12 -2.02 -2.04
H 5.64 -1.09 -3.42
H -0.36 0.13 -2.55
H 0.31 0.12 -4.14
*
```

***

This record from the Open Molecules 2025 dataset describes the ion C3H5O2S with charge -1. The level of theory is ωB97M-V/def2-TZVPD.

## Properties
LUMO (eV): 3.402
Relative energy (zero: lowest compared OMol25 entry of this formula, charge and spin) (kJ/mol): 30.6
HOMO energy (eV): -3.92
SMILES: O=C([O-])CCS
HOMO-LUMO gap (eV): 7.32
Total energy (hartree): -666.03409

```
! wB97M-V def2-TZVPD RIJCOSX def2/J DEFGRID3
* xyz -1 1
O -0.43 -0.50 2.46
C 0.17 0.00 1.47
O 1.37 -0.14 1.14
C -0.73 0.76 0.46
C -1.02 -0.05 -0.79
S 0.29 0.01 -2.08
H -0.26 1.71 0.19
H -1.67 0.98 0.97
H -1.95 0.28 -1.27
H -1.16 -1.10 -0.56
H 0.55 -1.30 -2.09
*
```

***

This record from the Open Molecules 2025 dataset describes a cluster of 3 separate species, C4H10NO5 in total in a non-equilibrium geometry. The level of theory is ωB97M-V/def2-TZVPD.

## Properties
LUMO (eV): 3.610
Relative energy (zero: lowest compared OMol25 entry of this formula, charge and spin) (kJ/mol): 0.0
HOMO energy (eV): -5.51
HOMO-LUMO gap (eV): 9.12
Total energy (hartree): -589.50168

```
! wB97M-V def2-TZVPD RIJCOSX def2/J DEFGRID3
* xyz -1 1
O -0.84 0.86 -1.82
C -1.40 0.35 -0.82
O -2.06 -0.71 -0.78
C -1.13 1.01 0.56
C 0.36 0.72 0.91
C 0.57 -0.59 1.63
N -0.20 -1.62 1.24
O 1.51 -0.73 2.42
H -1.31 2.07 0.61
H -1.79 0.45 1.23
H 0.84 1.51 1.48
H 0.90 0.56 -0.03
H -0.99 -1.47 0.61
H -0.21 -2.52 1.70
H 0.96 -2.35 -1.76
H 1.13 -2.43 -0.23
O 1.22 -2.95 -1.04
H 0.14 2.22 -1.97
H 1.59 2.62 -1.93
O 0.72 3.02 -2.00
*
```

***

This record from the Open Molecules 2025 dataset describes a structure of composition C36H91NO12V in a non-equilibrium geometry. The level of theory is ωB97M-V/def2-TZVPD.

## Properties
LUMO (alpha / beta) (eV): 0.649 / 0.649
HOMO energy (alpha / beta) (eV): -8.39 / -9.07
HOMO-LUMO gap (alpha / beta) (eV): 9.04 / 9.72
Total energy (hartree): -3327.88422

```
! wB97M-V def2-TZVPD RIJCOSX def2/J DEFGRID3
* xyz 0 2
O 1.60 -0.18 0.07
V 0.06 0.40 -0.10
C -2.64 2.40 -1.42
C -2.32 1.89 -2.85
C -2.34 2.98 -3.92
C -1.63 2.51 -5.22
C -0.17 2.29 -4.94
C -0.03 1.06 -3.91
N -0.87 1.39 -2.71
O -0.85 0.27 -1.90
C 1.38 0.97 -3.28
C -0.42 -0.28 -4.57
C -3.34 0.78 -3.14
H -3.74 2.63 -1.16
H -2.09 3.33 -1.09
H -2.41 1.66 -0.71
H -1.84 3.85 -3.39
H -3.37 3.23 -4.09
H -1.84 3.24 -6.07
H -2.11 1.55 -5.51
H 0.39 3.15 -4.55
H 0.27 1.81 -5.83
H 2.05 0.54 -4.03
H 1.59 0.31 -2.49
H 1.81 1.91 -2.88
H 0.27 -0.44 -5.40
H -1.46 -0.38 -4.85
H -0.35 -1.05 -3.84
H -3.12 -0.22 -2.79
H -3.68 0.70 -4.22
H -4.26 1.18 -2.68
O -0.63 0.91 1.61
H -0.99 0.10 1.98
C -3.73 1.94 3.49
C -4.06 0.54 3.55
C -5.30 0.19 4.31
O -4.19 0.00 2.23
H -2.80 2.11 2.96
H -3.75 2.31 4.53
H -4.54 2.52 2.96
H -3.27 -0.03 3.99
H -5.11 0.32 5.39
H -5.55 -0.85 4.08
H -6.16 0.77 3.93
H -3.48 0.44 1.69
C 2.03 1.60 5.67
C 0.89 1.68 4.70
C 0.52 3.11 4.45
O 1.30 1.00 3.50
H 2.94 1.99 5.22
H 2.13 0.64 6.06
H 1.77 2.34 6.45
H 0.02 1.15 5.14
H -0.30 3.25 3.75
H 1.41 3.69 4.10
H 0.18 3.67 5.33
H 0.58 0.85 2.82
C 1.66 4.21 -0.54
C 0.88 3.28 0.25
C -0.29 3.96 0.85
O 0.40 2.21 -0.65
H 2.25 4.92 0.08
H 0.98 4.84 -1.12
H 2.29 3.67 -1.21
H 1.42 2.75 1.00
H -0.03 4.58 1.76
H -1.10 3.27 1.09
H -0.64 4.71 0.13
H -0.31 2.13 -2.13
C 4.15 2.54 1.79
C 4.11 1.40 0.79
C 5.25 1.39 -0.25
O 4.17 0.11 1.48
H 4.99 2.46 2.45
H 3.25 2.50 2.36
H 4.22 3.55 1.36
H 3.11 1.50 0.22
H 5.16 2.30 -0.85
H 5.08 0.58 -0.98
H 6.17 1.22 0.30
H 3.39 -0.10 2.08
C 2.86 -5.82 -2.05
C 2.98 -4.34 -2.31
C 2.00 -3.85 -3.36
O 2.60 -3.66 -1.03
H 1.84 -6.18 -1.81
H 3.44 -6.02 -1.11
H 3.30 -6.41 -2.82
H 3.95 -4.04 -2.60
H 2.03 -2.79 -3.58
H 0.98 -4.04 -2.98
H 2.08 -4.54 -4.17
H 3.44 -3.27 -0.59
C 6.06 -3.99 0.17
C 5.79 -2.68 0.85
C 7.08 -1.82 0.82
O 4.72 -2.17 0.10
H 6.75 -4.65 0.72
H 6.48 -3.92 -0.86
H 5.12 -4.55 0.21
H 5.51 -2.79 1.89
H 7.16 -0.96 1.50
H 7.28 -1.47 -0.21
H 8.01 -2.39 1.05
H 4.26 -1.39 0.53
C -6.84 2.30 0.24
C -6.95 1.12 -0.69
C -7.18 1.48 -2.12
O -5.69 0.40 -0.68
H -5.99 2.96 -0.02
H -6.58 1.94 1.22
H -7.69 2.96 0.29
H -7.78 0.51 -0.29
H -8.12 1.94 -2.32
H -6.99 0.62 -2.82
H -6.51 2.26 -2.47
H -5.47 0.21 0.25
C 1.31 -4.98 2.58
C 0.79 -3.58 1.99
C 1.70 -2.41 2.33
O 0.53 -3.69 0.58
H 0.56 -5.77 2.49
H 1.62 -4.91 3.63
H 2.15 -5.26 1.99
H -0.19 -3.38 2.50
H 2.74 -2.50 2.17
H 1.65 -2.11 3.35
H 1.40 -1.58 1.71
H 1.32 -3.80 -0.02
C -1.82 -2.93 -1.69
C -2.14 -2.04 -0.49
C -2.75 -2.69 0.69
O -0.81 -1.52 0.05
H -1.12 -3.73 -1.48
H -1.37 -2.29 -2.48
H -2.75 -3.49 -1.99
H -2.76 -1.16 -0.76
H -2.23 -3.66 0.84
H -3.76 -2.87 0.49
H -2.69 -2.07 1.62
H -0.28 -2.28 0.28
*
```

***

This record from the Open Molecules 2025 dataset describes a structure of composition C38H33FeIN7O2P2SeTe in a non-equilibrium geometry. The level of theory is ωB97M-V/def2-TZVPD.

## Properties
LUMO (alpha / beta) (eV): -4.806 / -4.830
Relative energy (zero: lowest compared OMol25 entry of this formula, charge and spin) (kJ/mol): 0.0
HOMO energy (alpha / beta) (eV): -9.67 / -9.71
HOMO-LUMO gap (alpha / beta) (eV): 4.86 / 4.88
Total energy (hartree): -6914.89114

```
! wB97M-V def2-TZVPD RIJCOSX def2/J DEFGRID3
* xyz 1 5
Fe -1.69 -1.29 -1.50
Te -0.47 2.56 1.69
C 1.05 2.02 3.16
C 0.73 1.37 4.34
C 1.77 0.88 5.12
N 3.04 1.02 4.81
C 3.35 1.71 3.73
C 2.39 2.23 2.86
C 0.01 0.78 0.61
P 0.90 1.12 -0.89
C 1.23 2.88 -1.14
C 0.33 3.68 -1.83
C 0.60 5.03 -2.00
C 1.77 5.57 -1.49
C 2.67 4.78 -0.81
C 2.41 3.43 -0.64
C 2.48 0.24 -0.95
C 3.15 -0.04 0.23
C 4.37 -0.68 0.19
C 4.93 -1.02 -1.03
C 4.26 -0.74 -2.21
C 3.03 -0.11 -2.18
P -1.08 -0.63 0.58
C -0.28 -1.92 1.61
C -0.83 -3.19 1.52
C -0.31 -4.23 2.27
C 0.75 -4.00 3.14
C 1.29 -2.73 3.24
C 0.79 -1.69 2.47
C -2.46 -0.18 1.69
C -2.23 -0.05 3.05
C -3.24 0.37 3.89
C -4.50 0.64 3.37
C -4.75 0.48 2.02
C -3.72 0.08 1.17
H -0.30 1.26 4.66
H 1.56 0.33 6.03
H 4.40 1.84 3.54
H 2.69 2.78 1.99
H -0.57 3.24 -2.23
H -0.09 5.65 -2.54
H 1.98 6.62 -1.63
H 3.59 5.19 -0.41
H 3.12 2.78 -0.15
H 2.70 0.24 1.18
H 4.89 -0.91 1.11
H 5.88 -1.52 -1.06
H 4.69 -1.03 -3.16
H 2.49 0.11 -3.09
H -1.66 -3.35 0.86
H -0.72 -5.23 2.18
H 1.15 -4.80 3.73
H 2.11 -2.54 3.91
H 1.22 -0.70 2.55
H -1.26 -0.31 3.45
H -3.06 0.50 4.95
H -5.30 0.97 4.02
H -5.73 0.67 1.62
H -3.90 -0.03 0.11
I 3.88 -4.52 -1.85
C 1.92 -3.91 -2.21
C 1.26 -3.87 -3.41
N 0.01 -3.46 -3.14
N -0.17 -3.23 -1.83
C 0.98 -3.50 -1.25
H 1.60 -4.10 -4.40
H -0.73 -3.26 -3.79
H 1.11 -3.41 -0.19
N -3.19 -3.22 -1.14
H -3.90 -3.21 -0.41
H -2.64 -4.07 -1.02
H -3.66 -3.30 -2.03
Se -2.96 -1.32 -5.17
N -3.28 0.38 -5.48
C -3.29 1.04 -4.33
C -3.51 2.41 -4.12
C -3.36 2.90 -2.84
C -3.03 2.05 -1.79
N -2.88 0.73 -1.93
C -3.00 0.25 -3.17
N -2.83 -1.07 -3.38
H -3.79 3.05 -4.95
H -3.51 3.94 -2.64
H -2.90 2.43 -0.78
O 0.14 -0.66 -2.25
O 0.10 0.77 -2.22
*
```